{
  "formula": "C34H30O6PS6SbSiZr",
  "method": "the ωB97M-V functional and the def2-TZVPD basis",
  "species": ["Zr", "O", "C", "O", "C", "O", "C", "C", "O", "O", "H", "H", "H", "H", "H", "S", "Sb", "S", "S", "S", "O", "Si", "C", "C", "C", "C", "C", "C", "C", "C", "C", "C", "C", "C", "C", "C", "C", "C", "C", "C", "H", "H", "H", "H", "H", "H", "H", "H", "H", "H", "H", "H", "H", "H", "H", "S", "P", "S", "C", "C", "C", "C", "C", "C", "C", "C", "C", "C", "C", "C", "H", "H", "H", "H", "H", "H", "H", "H", "H", "H"],
  "coordinates": [[1.74876, -1.24885, -0.12368], [4.61454, -1.84044, -3.13193], [3.55920, -2.14403, -2.30264], [3.29148, -1.19024, -1.40962], [2.30838, -2.44287, -3.11921], [1.20921, -2.46260, -2.20526], [0.51418, -3.68952, -2.02572], [0.25556, -3.93996, -0.54466], [-0.26341, -4.98043, -0.19748], [0.64888, -2.98316, 0.23957], [5.26319, -1.39157, -2.53955], [2.14178, -1.62127, -3.82013], [2.37234, -3.38906, -3.65907], [-0.44717, -3.63302, -2.54485], [1.09921, -4.52210, -2.41871], [3.67930, -3.17993, 0.63195], [5.25086, -1.19958, 1.25258], [3.13319, 0.03382, 1.54338], [4.01613, -3.77227, -1.32977], [6.36341, -0.56069, -0.63552], [0.92637, 0.17953, -1.27155], [0.11663, 1.47628, -1.80951], [-0.06662, 2.83609, -0.54880], [-1.15796, 3.70459, -0.54894], [-1.24639, 4.74403, 0.36914], [-0.24394, 4.92302, 1.30813], [0.84871, 4.06663, 1.32630], [0.93672, 3.03655, 0.40366], [-1.59362, 1.03785, -2.44898], [-1.87628, 0.98775, -3.81512], [-3.14233, 0.64803, -4.27957], [-4.15139, 0.35069, -3.37658], [-3.89217, 0.39930, -2.01275], [-2.62869, 0.74160, -1.55368], [1.14725, 2.13677, -3.24100], [2.33421, 1.48721, -3.58415], [3.13797, 1.95406, -4.61890], [2.76482, 3.08303, -5.33168], [1.59277, 3.75243, -4.99818], [0.80046, 3.28407, -3.96064], [-1.96452, 3.56010, -1.25973], [-2.11228, 5.39545, 0.36756], [-0.32229, 5.71566, 2.04292], [1.62410, 4.18599, 2.07269], [1.78616, 2.36359, 0.44596], [-1.09467, 1.21205, -4.53282], [-3.33514, 0.61105, -5.34597], [-5.13900, 0.08065, -3.73310], [-4.67286, 0.16470, -1.29896], [-2.43718, 0.76869, -0.48689], [2.65330, 0.62363, -3.01080], [4.06090, 1.43731, -4.85177], [3.39137, 3.45052, -6.13621], [1.30246, 4.64482, -5.54101], [-0.10355, 3.82705, -3.70176], [-2.41816, 1.76412, 3.18799], [-1.52350, 0.01826, 3.02561], [-0.57695, -0.41514, 1.31416], [-2.71243, -1.36894, 3.22784], [-4.02945, -1.15006, 3.60168], [-4.90771, -2.22133, 3.73687], [-4.47031, -3.51487, 3.50296], [-3.14851, -3.73926, 3.12721], [-2.27729, -2.67343, 2.98652], [-0.40117, -0.26938, 4.43541], [-0.89932, -0.68366, 5.66886], [-0.04527, -0.86289, 6.74585], [1.31721, -0.62605, 6.60143], [1.81586, -0.21067, 5.37597], [0.95975, -0.03230, 4.29819], [-4.35438, -0.12996, 3.77249], [-5.93836, -2.03782, 4.01906], [-5.15780, -4.34689, 3.59906], [-2.79825, -4.74269, 2.91955], [-1.26133, -2.84656, 2.65008], [-1.95893, -0.87531, 5.79009], [-0.44011, -1.19718, 7.69793], [1.98706, -0.77573, 7.43980], [2.87675, -0.03911, 5.24147], [1.36030, 0.26383, 3.33697]],
  "forces_ev_per_angstrom": [[-0.261, 0.714, -0.080], [-0.088, 0.117, -0.080], [0.232, -0.119, 0.302], [-0.021, -0.007, -0.312], [-0.221, -0.059, -0.136], [0.241, -0.145, 0.110], [-0.032, 0.004, -0.168], [0.250, 0.039, 0.254], [-0.120, 0.024, -0.071], [-0.184, -0.162, -0.172], [0.024, -0.096, -0.022], [0.052, -0.006, 0.012], [0.039, 0.039, -0.008], [0.029, -0.061, 0.007], [-0.043, -0.015, 0.052], [0.158, -0.175, -0.551], [-0.096, 0.013, 0.066], [0.166, -0.095, -0.110], [0.024, 0.171, 0.409], [0.026, -0.077, -0.010], [-0.206, -0.039, 0.465], [0.316, -0.324, -0.007], [0.005, 0.055, 0.115], [0.025, 0.040, 0.037], [-0.024, -0.033, -0.027], [0.027, 0.026, 0.052], [-0.032, -0.009, -0.019], [0.010, -0.026, 0.022], [-0.079, 0.017, -0.080], [-0.033, -0.056, -0.016], [0.046, -0.001, -0.012], [-0.037, 0.006, 0.005], [-0.008, -0.017, 0.035], [0.026, 0.010, -0.035], [0.002, 0.070, -0.087], [0.073, -0.004, 0.028], [-0.028, -0.007, 0.027], [-0.004, 0.014, -0.011], [0.006, 0.006, -0.009], [-0.023, -0.036, 0.004], [-0.007, -0.017, -0.015], [-0.008, 0.007, -0.003], [-0.009, 0.007, 0.000], [0.008, 0.003, 0.009], [0.004, -0.027, -0.019], [0.012, 0.012, 0.008], [-0.009, 0.001, 0.005], [-0.001, 0.000, 0.000], [-0.006, 0.001, -0.008], [0.005, 0.000, 0.033], [-0.011, 0.004, 0.004], [0.006, -0.012, -0.005], [-0.002, 0.008, -0.007], [0.004, 0.004, -0.009], [-0.019, -0.001, 0.008], [-0.023, -0.029, 0.023], [-0.004, -0.237, -0.022], [-0.113, 0.403, -0.119], [0.005, -0.061, 0.012], [-0.010, 0.029, 0.032], [-0.034, 0.055, 0.015], [0.064, 0.001, -0.014], [-0.070, -0.020, 0.012], [0.027, 0.040, -0.026], [0.036, 0.032, 0.115], [-0.036, -0.002, 0.034], [0.052, 0.007, -0.001], [-0.032, -0.001, -0.016], [0.016, -0.003, 0.002], [-0.018, 0.001, -0.051], [-0.008, -0.009, -0.004], [0.001, -0.007, 0.001], [-0.002, -0.016, 0.004], [-0.008, -0.005, 0.000], [0.006, 0.016, -0.003], [-0.017, 0.011, -0.034], [-0.015, 0.001, 0.008], [0.005, -0.002, 0.014], [0.007, 0.005, -0.012], [-0.033, 0.006, 0.052]],
  "mulliken_charge": [-0.223, -0.690, 0.494, 0.141, -1.130, -0.054, -0.348, 0.330, -0.732, -0.396, 0.148, 0.311, 0.469, 0.294, 0.344, -0.242, 0.337, -0.519, -0.180, -0.713, 3.014, -2.117, 0.693, -0.154, -0.715, -0.391, -0.614, -0.181, 0.668, -0.371, -0.673, -0.378, -0.803, -0.120, 0.082, -0.683, -0.647, -0.455, -0.720, -0.002, 0.367, 0.347, 0.348, 0.408, 0.106, 0.325, 0.376, 0.357, 0.418, 0.389, 0.579, 0.470, 0.348, 0.370, 0.363, -0.555, 1.084, -0.219, -0.163, -0.373, -0.533, -0.361, -0.679, -0.425, 0.083, -0.439, -0.609, -0.366, -0.498, 0.196, 0.334, 0.368, 0.355, 0.420, 0.424, 0.354, 0.354, 0.355, 0.436, -0.187],
  "multiplicity": 1,
  "relative_energy_kcal_mol": 2.3,
  "e_lumo_ev": 4.2,
  "largest_force_ha_per_bohr": 0.015,
  "charge": -2,
  "homo_lumo_gap_ha": 0.250,
  "e_homo_ha": -0.09491
}